1.
80
Properties=species:S:1:pos:R:3:forces:R:3:lowdin_charge:R:1 method="wB97M-V/def2-TZVPD" homo_lumo_gap_ev="5.82 / 5.82" charge=+2 e_above_lowest_kcal_mol=0.0
W 0.6763 -1.5056 0.6505 -0.650 0.445 0.423 1.57
C 4.0344 3.6916 -2.6774 0.039 0.063 -0.035 -0.02
C 3.2097 2.8275 -1.7705 -0.186 -0.194 -0.110 -0.22
C 3.2872 2.9682 -0.3803 -0.082 -0.050 0.069 0.09
C 2.5807 2.1537 0.4917 -0.142 -0.131 -0.321 -0.06
C 2.7385 2.2516 1.9922 0.128 -0.109 -0.006 -0.30
O 3.6972 1.7017 2.4889 -0.042 0.003 0.038 0.13
C 1.7248 2.9867 2.7702 -0.080 0.033 0.006 -0.15
C 1.9393 3.1829 4.1358 -0.032 -0.018 -0.042 0.00
C 0.9994 3.8622 4.8869 -0.002 0.008 0.010 -0.05
C -0.1558 4.3442 4.2814 -0.004 0.012 0.025 -0.05
C -0.3734 4.1519 2.9248 -0.016 -0.003 -0.011 -0.06
C 0.5671 3.4752 2.1656 0.047 0.033 0.126 -0.02
C 1.7874 1.1520 -0.0481 0.347 -0.241 0.240 -0.25
O 1.0745 0.3530 0.7638 0.409 0.841 -0.173 -0.35
C 1.6699 0.9734 -1.4391 -0.111 0.006 0.019 -0.10
C 2.3780 1.8464 -2.2893 0.118 0.211 0.128 0.04
C 0.9185 -0.1494 -1.9405 0.195 0.173 -0.034 -0.16
N 1.0923 -1.3906 -1.2886 0.106 0.196 -0.514 -0.22
C 1.9945 -2.2813 -2.1115 -0.193 0.171 -0.053 -0.29
C 2.8585 -3.1528 -1.2360 0.180 0.046 0.111 -0.51
Te 1.5677 -3.9855 0.2347 -0.226 -0.078 -0.133 1.23
C -1.0550 -2.4105 1.3547 -0.229 -0.897 0.302 -0.43
C -1.5677 -1.7788 2.5102 -0.121 -0.101 0.007 -0.14
C -2.6818 -2.2876 3.1567 0.165 0.116 -0.027 -0.06
C -3.2924 -3.4467 2.6924 -0.097 0.012 0.079 -0.05
C -2.7973 -4.0947 1.5758 0.111 -0.017 -0.151 -0.07
C -1.6867 -3.5878 0.9108 -0.074 0.262 0.146 -0.20
C 0.1005 -0.0252 -3.1197 0.190 -0.152 0.090 -0.16
C -0.4049 -1.1460 -3.8135 0.043 0.022 -0.030 -0.01
C -1.1555 -0.9841 -4.9569 0.067 -0.046 0.114 -0.04
C -1.4485 0.2963 -5.4150 -0.083 0.038 -0.089 -0.01
C -1.0186 1.4164 -4.7182 0.063 0.012 0.117 -0.02
C -0.2584 1.2613 -3.5767 -0.042 0.089 0.008 0.01
H 4.3644 4.5929 -2.1651 0.003 0.013 -0.008 0.09
H 3.4670 3.9887 -3.5579 0.020 0.005 -0.032 0.09
H 4.9238 3.1574 -3.0144 0.008 0.004 -0.010 0.10
H 3.9300 3.7347 0.0351 0.034 0.033 0.001 0.15
H 2.8486 2.8083 4.5855 0.020 -0.002 -0.004 0.12
H 1.1662 4.0287 5.9418 0.001 -0.002 0.021 0.12
H -0.8845 4.8822 4.8721 -0.017 0.016 0.009 0.11
H -1.2672 4.5440 2.4589 -0.014 0.002 -0.006 0.11
H 0.4015 3.3360 1.1069 -0.005 -0.013 -0.094 0.11
H 2.3313 1.6951 -3.3594 0.018 0.002 -0.033 0.14
H 2.6178 -1.6392 -2.7419 -0.021 -0.063 -0.016 0.14
H 1.3789 -2.9024 -2.7619 0.003 -0.042 0.034 0.10
H 3.6449 -2.5914 -0.7357 -0.039 -0.025 -0.027 0.05
H 3.2981 -3.9495 -1.8335 0.004 -0.012 0.036 0.07
H -1.1046 -0.8803 2.9116 -0.037 -0.113 -0.056 0.10
H -3.0591 -1.7942 4.0421 0.001 0.019 0.017 0.12
H -4.1467 -3.8504 3.2185 -0.029 -0.017 0.009 0.12
H -3.2655 -5.0059 1.2281 0.012 -0.028 -0.024 0.12
H -1.3209 -4.1045 0.0332 0.007 -0.011 0.055 0.04
H -0.2076 -2.1413 -3.4532 0.029 -0.058 -0.010 0.10
H -1.5198 -1.8449 -5.4988 0.007 -0.048 0.009 0.12
H -2.0433 0.4192 -6.3096 -0.007 0.005 -0.045 0.13
H -1.2927 2.4041 -5.0585 0.005 0.041 0.006 0.12
H 0.0232 2.1312 -3.0005 -0.016 -0.019 -0.029 0.13
C -2.7496 -2.1337 -1.6733 0.075 -0.050 -0.042 -0.03
N -3.4688 -1.2929 -0.7521 0.138 0.109 0.112 -0.12
C -4.9254 -1.3826 -0.6359 -0.131 -0.069 0.015 -0.07
C -5.2714 -0.2676 0.3684 -0.165 -0.042 -0.008 -0.09
N -3.9786 0.3833 0.5461 0.233 0.103 -0.113 0.05
C -2.9925 -0.2482 -0.0884 -0.284 -0.297 0.093 -0.68
S -1.3762 0.3108 0.0336 0.362 -0.233 -0.107 0.86
H -3.1194 -1.9770 -2.6881 0.011 0.026 -0.035 0.10
H -2.8812 -3.1816 -1.4029 -0.039 0.054 -0.057 0.09
H -1.6914 -1.8810 -1.6246 -0.085 -0.049 -0.010 0.05
H -5.2129 -2.3731 -0.2816 0.011 0.034 -0.001 0.13
H -5.3803 -1.2205 -1.6156 0.011 0.003 0.020 0.13
H -5.6285 -0.6689 1.3173 0.017 0.019 -0.022 0.13
H -6.0112 0.4289 -0.0221 0.009 -0.030 0.021 0.13
H -3.8039 1.1900 1.1198 -0.035 -0.037 0.085 0.15
C 3.4806 -1.2804 3.5418 -0.036 -0.026 -0.069 0.06
C 2.5319 -1.4115 2.4195 0.061 0.011 -0.024 -0.62
O 2.8397 -1.3641 1.2006 0.012 -0.101 -0.002 -0.11
O 1.2632 -1.6064 2.6140 0.054 0.126 0.004 -0.15
H 4.4992 -1.2243 3.1701 -0.015 0.005 0.006 0.11
H 3.3500 -2.1237 4.2208 0.005 0.014 0.000 0.11
H 3.2422 -0.3631 4.0833 0.008 -0.010 0.003 0.10



2.
26
Properties=species:S:1:pos:R:3:forces:R:3:lowdin_charge:R:1 method="wB97M-V/def2-TZVPD" homo_lumo_gap_ev="9.67 / 8.72" charge=+1 s2=2.003 e_above_lowest_kcal_mol=8.2 multiplicity=3
Ni 1.3331 -0.8266 0.3334 -1.488 -0.456 0.643 0.84
F -0.3157 0.0100 -0.0290 0.077 -0.347 0.083 -0.41
O -0.4671 2.7211 -2.2094 0.680 -0.819 0.049 -0.05
H -1.2649 3.1849 -1.9897 -0.701 0.664 0.042 0.03
H -0.4224 2.1100 -1.4625 0.091 0.131 -0.097 -0.02
O 0.3602 -1.9774 1.9062 1.133 0.051 -3.640 0.00
H 0.6210 -2.0631 2.7675 1.777 -0.503 3.455 0.04
H -0.5911 -1.9488 1.9967 -1.877 0.474 -0.566 0.02
O -1.9828 -0.9801 2.0155 0.446 0.392 0.695 -0.05
H -1.6572 -0.5269 1.2019 -0.259 0.066 0.768 0.03
H -1.6722 -0.4801 2.8154 -0.681 -0.305 -1.388 0.09
O 1.8009 0.6083 1.8623 0.486 -0.344 -1.001 0.00
H 1.5734 0.8739 2.7482 -0.396 -0.124 0.589 0.09
H 2.4672 1.2365 1.5812 0.276 0.322 -0.030 0.09
O 0.9626 -2.4549 -1.1106 0.074 0.278 0.990 0.00
H 1.2125 -2.7623 -1.9737 0.553 0.224 -0.903 0.09
H 0.3424 -3.1361 -0.8481 -0.474 -0.077 0.536 0.09
O 2.1307 0.1840 -1.1627 0.266 -1.775 -0.522 0.01
H 1.8185 -0.0902 -2.0393 -0.161 -0.101 0.106 0.11
H 2.2822 1.0995 -1.2479 0.257 1.998 0.067 0.08
O -1.7216 2.1568 0.4247 0.534 0.103 2.080 -0.10
H -1.6359 2.3845 1.4097 -0.222 -0.488 -2.306 0.08
H -1.1510 1.3628 0.2795 -0.521 0.707 0.434 -0.03
O -1.3295 -0.6046 -2.5469 -0.176 0.293 -1.150 -0.06
H -1.0660 -0.2738 -1.6972 0.156 0.188 0.871 -0.05
H -1.6272 0.1926 -3.0251 0.151 -0.550 0.197 0.05